(1)
2 unconnected molecules or ions with the total composition C5H12NO2P in a non-equilibrium geometry, computed with the ωB97M-V functional and the def2-TZVPD basis.

Its spin multiplicity is 1. Its net charge is 0. The calculation puts the HOMO energy at -8.78 eV. As for the SMILES: C[C@]1(P)OC1=O.CNC. The calculation puts the orbital gap at 9.509 eV.

Structure (XYZ):
```
21
C5H12NO2P (the ωB97M-V functional and the def2-TZVPD basis)
C 1.706 1.160 -1.539
C 1.553 0.514 -0.183
P 0.310 1.191 1.007
O 2.839 0.213 0.517
C 2.119 -0.786 0.080
O 2.111 -1.966 0.012
H 0.751 1.095 -2.067
H 1.980 2.211 -1.431
H 2.474 0.653 -2.128
H 1.129 2.326 1.263
H -0.385 1.911 0.043
C -1.054 -1.567 1.205
N -1.064 -0.616 0.103
C -2.393 -0.079 -0.123
H -1.819 -2.344 1.091
H -0.074 -2.036 1.274
H -1.246 -1.019 2.132
H -0.732 -1.084 -0.737
H -2.382 0.579 -0.991
H -3.144 -0.862 -0.280
H -2.678 0.506 0.752
```



(2)
C19H32N2OS in the gas phase, computed with the ωB97M-V functional and the def2-TZVPD basis.

Its spin multiplicity is 1. Its net charge is 0. The calculation puts the HOMO energy at -8.09 eV. As for the SMILES: CSc1cccc(CN2CCN(CCC(C)C)[C@H](CCO)C2)c1. The calculation puts the orbital gap at 8.897 eV.

Structure (XYZ):
```
55
C19H32N2OS (the ωB97M-V functional and the def2-TZVPD basis)
C 0.218 2.057 7.751
S 1.391 1.676 6.419
C 0.506 0.560 5.371
C -0.795 0.141 5.600
C -1.394 -0.735 4.708
C -0.710 -1.197 3.602
C 0.597 -0.779 3.366
C 1.335 -1.287 2.159
N 0.515 -1.170 0.965
C 1.085 -1.879 -0.165
C 0.138 -1.784 -1.368
N -0.167 -0.412 -1.739
C 0.951 0.269 -2.397
C 0.580 0.726 -3.812
C 0.207 -0.428 -4.748
C 1.444 -1.186 -5.226
C -0.577 0.106 -5.944
C -0.724 0.252 -0.558
C -1.262 1.654 -0.857
C -2.585 1.579 -1.626
O -2.463 0.962 -2.879
C 0.260 0.218 0.619
C 1.195 0.100 4.251
H -0.664 2.542 7.342
H -0.042 1.149 8.288
H 0.740 2.740 8.413
H -1.352 0.484 6.457
H -2.409 -1.057 4.890
H -1.177 -1.873 2.904
H 1.557 -2.351 2.303
H 2.297 -0.753 2.052
H 1.215 -2.929 0.112
H 2.078 -1.473 -0.438
H 0.575 -2.300 -2.226
H -0.804 -2.278 -1.112
H 1.812 -0.404 -2.457
H 1.274 1.142 -1.822
H -0.267 1.410 -3.751
H 1.426 1.276 -4.231
H -0.439 -1.120 -4.198
H 2.013 -1.584 -4.388
H 1.157 -2.019 -5.864
H 2.095 -0.527 -5.798
H -0.846 -0.704 -6.619
H 0.019 0.828 -6.498
H -1.489 0.593 -5.608
H -1.577 -0.369 -0.249
H -1.439 2.173 0.086
H -0.541 2.234 -1.433
H -3.324 1.041 -1.010
H -2.969 2.586 -1.814
H -1.880 0.194 -2.765
H -0.184 0.709 1.488
H 1.193 0.753 0.364
H 2.207 0.440 4.087
```



(3)
A molecular structure, C11H23BiO3P2 in a non-equilibrium geometry, computed with the ωB97M-V functional and the def2-TZVPD basis.

Its spin multiplicity is 1. Its net charge is 0. The calculation puts the HOMO energy (alpha / beta) at -6.25 / -6.26 eV. The calculation puts the orbital gap (alpha / beta) at 6.568 / 6.569 eV.

Structure (XYZ):
```
40
C11H23BiO3P2 (the ωB97M-V functional and the def2-TZVPD basis)
C 2.682 2.001 2.092
C 3.968 2.057 1.595
C 4.392 1.968 0.256
C 3.592 1.907 -0.901
C 2.215 1.928 -0.968
Bi 0.944 1.987 0.812
P -0.925 2.216 3.114
H 2.521 2.006 3.186
H 4.782 2.121 2.339
H 5.470 1.945 0.100
H 1.687 1.928 -1.931
H 4.150 1.833 -1.846
H -2.019 3.129 2.903
H -0.380 2.738 4.338
H -1.604 1.024 3.558
C -3.618 -0.568 1.793
C -2.556 -1.637 1.744
O -1.638 -1.480 0.606
P -0.440 -0.434 0.221
O -0.979 0.221 -1.188
C -2.261 0.077 -1.851
C -2.209 -0.986 -2.913
O 0.687 -1.486 -0.292
C 1.420 -1.527 -1.567
C 1.398 -2.964 -2.004
H -3.202 0.446 1.725
H -4.155 -0.657 2.744
H -4.339 -0.732 0.983
H -1.967 -1.664 2.672
H -3.017 -2.626 1.614
H -3.046 -0.117 -1.108
H -2.466 1.051 -2.303
H -1.932 -1.962 -2.491
H -3.213 -1.059 -3.353
H -1.499 -0.718 -3.707
H 0.955 -0.844 -2.286
H 2.430 -1.157 -1.369
H 0.366 -3.321 -2.059
H 1.867 -3.066 -2.982
H 1.938 -3.578 -1.278
```



(4)
A molecular structure, C52H54N7O2Y in a non-equilibrium geometry, computed with the ωB97M-V functional and the def2-TZVPD basis.

Its spin multiplicity is 1. Its net charge is 0. The calculation puts the HOMO energy at -7.03 eV. The calculation puts the orbital gap at 5.718 eV.

Structure (XYZ):
```
116
C52H54N7O2Y (the ωB97M-V functional and the def2-TZVPD basis)
Y -0.027 -0.107 0.105
C 3.971 -0.351 -5.121
C 2.586 -0.994 -5.013
C 2.199 -1.294 -3.601
C 2.313 -2.468 -2.923
C 2.860 -3.770 -3.413
C 4.307 -4.005 -2.971
C 1.821 -2.224 -1.578
N 1.429 -0.919 -1.466
C 1.655 -0.324 -2.666
C 1.397 1.017 -2.958
C 1.005 2.015 -2.071
C 0.813 3.419 -2.406
C 0.898 3.992 -3.784
C -0.334 3.667 -4.634
C 0.519 4.057 -1.242
C 0.553 3.051 -0.193
C 0.410 3.286 1.165
C 0.503 2.352 2.207
N 0.599 1.007 2.041
C 0.690 0.455 3.289
C 0.788 -0.907 3.559
C 0.924 -1.959 2.653
N 0.928 -1.813 1.294
C 1.365 -2.991 0.767
C 1.746 -3.173 -0.570
C 1.550 -3.959 1.822
C 1.268 -3.318 2.996
C 1.399 -3.856 4.387
C 2.786 -3.600 4.982
C 1.978 -5.380 1.630
C 0.844 -6.265 1.106
C 0.666 1.501 4.288
C 0.528 2.679 3.616
C 0.477 4.062 4.184
C 1.838 4.761 4.145
C 0.768 1.295 5.768
C -0.568 0.926 6.416
N 0.811 1.826 -0.738
C 0.249 5.513 -1.029
C 1.507 6.286 -0.626
H 4.215 -0.114 -6.158
H 4.015 0.572 -4.540
H 4.740 -1.020 -4.734
H 1.841 -0.332 -5.463
H 2.563 -1.916 -5.599
H 2.230 -4.590 -3.054
H 2.802 -3.799 -4.503
H 4.390 -3.987 -1.883
H 4.675 -4.968 -3.328
H 4.960 -3.224 -3.361
H 1.565 1.329 -3.982
H 1.020 5.075 -3.716
H 1.802 3.619 -4.277
H -1.244 4.081 -4.199
H -0.234 4.075 -5.640
H -0.479 2.588 -4.718
H 0.257 4.318 1.459
H 0.842 -1.178 4.608
H 2.094 -4.166 -0.828
H 0.634 -3.413 5.029
H 1.198 -4.930 4.379
H 3.011 -2.532 5.000
H 2.855 -3.982 6.002
H 3.558 -4.085 4.383
H 2.824 -5.420 0.938
H 2.348 -5.779 2.576
H 0.473 -5.894 0.148
H 1.177 -7.294 0.966
H 0.005 -6.269 1.803
H -0.257 4.657 3.633
H 0.114 4.017 5.213
H 2.209 4.829 3.120
H 1.777 5.770 4.554
H 2.575 4.200 4.722
H 1.506 0.517 5.978
H 1.154 2.206 6.231
H -0.991 0.027 5.962
H -0.450 0.744 7.485
H -1.291 1.734 6.288
H -0.173 5.937 -1.942
H -0.521 5.633 -0.263
H 2.273 6.205 -1.400
H 1.286 7.343 -0.474
H 1.933 5.890 0.298
O -4.460 4.637 -2.872
C -3.990 3.681 -3.509
O -3.955 3.425 -4.725
C -3.328 2.595 -2.621
C -3.283 2.736 -1.242
C -2.584 1.806 -0.493
N -1.945 0.781 -1.065
C -2.107 0.556 -2.371
C -2.793 1.445 -3.181
C -1.648 -0.782 -2.835
C -1.594 -1.115 -4.183
C -1.310 -2.421 -4.539
C -1.095 -3.357 -3.541
C -1.125 -2.931 -2.225
N -1.381 -1.674 -1.867
C -2.622 1.762 0.995
C -3.116 2.822 1.747
C -3.280 2.653 3.108
C -2.942 1.437 3.682
C -2.406 0.455 2.870
N -2.237 0.605 1.556
H -3.813 3.575 -0.812
H -2.940 1.295 -4.243
H -1.778 -0.361 -4.935
H -1.268 -2.705 -5.582
H -0.893 -4.395 -3.771
H -0.931 -3.624 -1.415
H -3.370 3.756 1.266
H -3.673 3.459 3.715
H -3.073 1.253 4.739
H -2.086 -0.494 3.286
```



(5)
2 unconnected molecules or ions with the total composition F2N2O2 in a non-equilibrium geometry, computed with the ωB97M-V functional and the def2-TZVPD basis.

Its spin multiplicity is 1. Its net charge is 0. The calculation puts the HOMO energy (alpha / beta) at -10.36 / -10.35 eV. The calculation puts the orbital gap (alpha / beta) at 10.282 / 8.919 eV.

Structure (XYZ):
```
6
F2N2O2 (the ωB97M-V functional and the def2-TZVPD basis)
N -1.600 0.429 -0.059
N 1.702 -0.209 0.184
O 2.487 0.478 -0.360
O 0.532 -0.212 0.437
F -1.523 -0.571 -0.880
F -2.170 -0.025 1.017
```



(6)
C2H6OP2 in the gas phase in a non-equilibrium geometry, computed with the ωB97M-V functional and the def2-TZVPD basis.

Its spin multiplicity is 1. Its net charge is 0. The calculation puts the HOMO energy at -8.57 eV. As for the SMILES: COC=P#[PH2]. The calculation puts the orbital gap at 8.745 eV.

Structure (XYZ):
```
11
C2H6OP2 (the ωB97M-V functional and the def2-TZVPD basis)
C -2.366 -0.364 0.198
O -1.114 -0.933 -0.062
C -0.018 -0.076 -0.001
P 1.493 -0.881 -0.418
P 2.763 0.843 -0.136
H -3.073 -1.052 0.635
H -2.675 0.244 -0.690
H -2.400 0.333 0.970
H -0.066 0.926 0.227
H 3.866 0.114 0.617
H 3.590 0.847 -1.341
```



(7)
2 unconnected molecules or ions with the total composition C3H12N2OS in a non-equilibrium geometry, computed with the ωB97M-V functional and the def2-TZVPD basis.

Its spin multiplicity is 2. Its net charge is -1. The calculation puts the HOMO energy (alpha / beta) at 0.92 / -5.90 eV. The calculation puts the orbital gap (alpha / beta) at 2.098 / 8.852 eV.

Structure (XYZ):
```
19
C3H12N2OS (the ωB97M-V functional and the def2-TZVPD basis)
N 1.228 -0.346 1.192
C 0.170 -1.098 0.524
C 0.435 -0.825 -0.972
S -0.716 -1.888 -2.034
C -1.248 -0.634 0.849
N -1.371 0.790 1.074
H 1.264 -0.264 2.192
H 1.196 0.563 0.735
H 0.265 -2.180 0.634
H 1.409 -1.238 -1.215
H 0.243 0.208 -1.263
H 0.087 -1.747 -3.147
H -2.031 -1.093 0.208
H -1.459 -1.077 1.837
H -2.051 1.080 1.755
H -1.578 1.278 0.209
H 2.027 3.121 -1.265
H 0.766 2.875 -0.330
O 1.364 2.475 -0.982
```



(8)
A gas-phase ion, C20H28FN4O3 (charge +1) in a non-equilibrium geometry, computed with the ωB97M-V functional and the def2-TZVPD basis.

Its spin multiplicity is 1. Its net charge is +1. The calculation puts the HOMO energy at -10.70 eV. As for the SMILES: CCn1cc(C(=O)NCCCO)c(=O)c2cc(F)c(N3CC[NH+](C)CC3)cc21. The calculation puts the orbital gap at 7.739 eV.

Structure (XYZ):
```
56
C20H28FN4O3 (the ωB97M-V functional and the def2-TZVPD basis)
C 2.434 2.840 -2.000
C 1.238 1.992 -2.423
N 0.344 1.742 -1.306
C -0.716 2.562 -1.138
C -1.613 2.499 -0.119
C -2.734 3.498 -0.176
O -2.819 4.279 -1.110
N -3.583 3.455 0.859
C -4.780 4.258 0.914
C -6.037 3.405 0.740
C -6.084 2.742 -0.639
O -7.185 1.878 -0.789
C -1.468 1.496 0.913
O -2.217 1.341 1.873
C -0.294 0.625 0.719
C -0.059 -0.370 1.665
C 1.009 -1.217 1.535
F 1.176 -2.208 2.455
C 1.909 -1.107 0.467
N 3.039 -1.926 0.310
C 3.729 -2.511 1.427
C 3.356 -3.985 1.652
N 3.570 -4.752 0.398
C 3.267 -6.182 0.572
C 2.784 -4.142 -0.702
C 3.219 -2.679 -0.899
C 1.679 -0.108 -0.467
C 0.585 0.762 -0.374
H 3.010 2.348 -1.220
H 3.081 3.017 -2.855
H 2.094 3.800 -1.621
H 0.670 2.523 -3.189
H 1.562 1.041 -2.852
H -0.867 3.329 -1.886
H -3.451 2.729 1.557
H -4.816 4.777 1.877
H -4.707 4.995 0.111
H -6.915 4.042 0.870
H -6.065 2.627 1.507
H -5.203 2.112 -0.782
H -6.082 3.514 -1.422
H -7.996 2.386 -0.678
H -0.746 -0.468 2.492
H 3.520 -1.946 2.334
H 4.808 -2.443 1.233
H 3.970 -4.408 2.447
H 2.306 -4.076 1.934
H 4.563 -4.657 0.149
H 3.464 -6.726 -0.350
H 3.878 -6.603 1.368
H 2.217 -6.304 0.835
H 2.937 -4.714 -1.618
H 1.727 -4.182 -0.428
H 2.626 -2.243 -1.702
H 4.276 -2.651 -1.197
H 2.391 -0.006 -1.269
```



(9)
A molecular structure, C18H41EuN2OP3Se in a non-equilibrium geometry, computed with the ωB97M-V functional and the def2-TZVPD basis.

Its spin multiplicity is 7. Its net charge is +3. The calculation puts the HOMO energy (alpha / beta) at -15.22 / -15.22 eV. The calculation puts the orbital gap (alpha / beta) at 5.901 / 2.092 eV.

Structure (XYZ):
```
67
C18H41EuN2OP3Se (the ωB97M-V functional and the def2-TZVPD basis)
Eu 0.079 0.173 0.667
P 2.481 1.744 -0.200
P -0.944 3.312 0.660
P -0.552 0.981 -2.207
H -1.151 -8.586 0.573
C -0.760 -8.607 -0.455
C 0.518 -8.883 -0.710
H 1.237 -9.099 0.094
C 3.686 1.677 1.144
C 2.773 3.401 -0.902
C 3.286 0.609 -1.414
C -2.724 3.318 1.109
C -0.233 4.247 2.070
C -0.883 4.585 -0.674
C -0.234 -0.719 -2.874
C 0.254 2.075 -3.436
C -2.329 1.196 -2.582
H -1.482 -8.424 -1.265
H 0.907 -8.926 -1.738
H 3.612 0.708 1.662
H 3.511 2.487 1.864
H 4.699 1.781 0.730
H 2.486 4.154 -0.157
H 2.175 3.544 -1.810
H 3.834 3.520 -1.142
H 3.337 -0.394 -0.968
H 4.303 0.969 -1.625
H 2.699 0.559 -2.345
H -3.049 4.335 1.378
H -2.867 2.641 1.968
H -3.312 2.951 0.252
H -0.662 5.259 2.106
H 0.860 4.322 1.934
H -0.464 3.719 3.010
H -1.347 5.514 -0.318
H -1.431 4.212 -1.553
H 0.170 4.775 -0.931
H -0.341 -0.712 -3.968
H -0.952 -1.429 -2.429
H 0.787 -1.031 -2.600
H -0.196 1.919 -4.420
H 1.328 1.865 -3.484
H 0.107 3.117 -3.134
H -2.471 1.310 -3.664
H -2.698 2.094 -2.069
H -2.883 0.326 -2.208
C -2.272 -2.251 0.327
C -0.990 -2.853 0.317
C -0.836 -4.206 0.047
C -1.949 -5.027 -0.167
C -3.232 -4.438 -0.164
C -3.386 -3.070 0.037
Se -2.680 -0.473 0.749
H 1.393 -1.023 -0.131
H -0.089 -2.269 0.541
H 0.163 -4.658 0.009
H -1.832 -6.104 -0.326
H -4.119 -5.054 -0.315
H -4.381 -2.631 0.014
N 0.722 -0.023 4.971
C 0.989 0.823 3.971
N 1.660 1.980 4.188
O 0.619 0.552 2.793
H 1.041 0.179 5.903
H 0.195 -0.878 4.787
H 1.822 2.609 3.403
H 1.997 2.225 5.105
```



(10)
A molecular structure, C42H30ClN6O6Ti in a non-equilibrium geometry, computed with the ωB97M-V functional and the def2-TZVPD basis.

Its spin multiplicity is 3. Its net charge is +1. The calculation puts the HOMO energy (alpha / beta) at -8.29 / -11.06 eV. The calculation puts the orbital gap (alpha / beta) at 4.763 / 7.487 eV.

Structure (XYZ):
```
86
C42H30ClN6O6Ti (the ωB97M-V functional and the def2-TZVPD basis)
Ti 0.659 -0.953 -0.121
C -2.683 -3.758 1.021
O -1.942 -4.188 -0.156
C -1.236 -3.121 -0.563
N -1.346 -2.030 0.144
C -2.150 -2.344 1.326
C -3.263 -1.359 1.607
C -3.801 -0.561 0.606
C -4.860 0.299 0.883
C -5.386 0.376 2.165
C -4.855 -0.424 3.173
C -3.803 -1.285 2.891
C -0.336 -3.227 -1.656
C -0.142 -4.379 -2.421
C 0.754 -4.354 -3.457
C 1.438 -3.133 -3.751
C 1.249 -2.058 -2.956
N 0.422 -2.069 -1.847
C 1.875 -0.745 -3.147
N 1.644 0.227 -2.361
C 2.504 1.338 -2.809
C 2.933 0.891 -4.204
O 2.707 -0.551 -4.187
C 1.777 2.657 -2.664
C 1.315 2.990 -1.389
C 0.639 4.175 -1.162
C 0.417 5.062 -2.214
C 0.889 4.750 -3.478
C 1.570 3.554 -3.703
H -2.494 -4.476 1.813
H -3.741 -3.751 0.769
H -1.479 -2.362 2.191
H -3.399 -0.630 -0.400
H -5.280 0.909 0.091
H -6.207 1.049 2.378
H -5.264 -0.377 4.175
H -3.393 -1.905 3.684
H -0.719 -5.266 -2.195
H 0.921 -5.231 -4.066
H 2.109 -3.053 -4.596
H 3.380 1.370 -2.152
H 3.982 1.064 -4.421
H 2.315 1.309 -4.996
H 1.505 2.306 -0.567
H 0.297 4.421 -0.163
H -0.103 5.996 -2.043
H 0.738 5.440 -4.298
H 1.933 3.340 -4.701
O -2.040 3.496 4.846
N -2.606 3.597 3.779
O -3.597 4.249 3.572
C -2.051 2.782 2.628
C -2.556 3.064 1.436
C -2.113 2.349 0.264
C -2.613 2.624 -1.010
C -2.187 1.867 -2.069
C -1.257 0.852 -1.830
N -0.759 0.597 -0.635
C -1.188 1.340 0.410
C -0.627 1.055 1.715
N 0.338 0.098 1.738
C 0.939 -0.150 2.883
C 0.593 0.505 4.067
C -0.387 1.455 4.057
C -1.021 1.776 2.840
H -3.316 3.829 1.353
H -3.335 3.422 -1.147
H -2.546 2.038 -3.075
H -0.896 0.222 -2.629
H 1.726 -0.893 2.868
H 1.111 0.253 4.982
H -0.661 1.967 4.965
Cl 7.134 -3.069 2.619
C 5.735 -2.377 1.864
C 5.860 -1.139 1.200
C 4.786 -0.547 0.596
C 3.526 -1.175 0.635
O 2.495 -0.609 0.066
C 3.406 -2.414 1.288
C 2.149 -3.083 1.346
O 1.090 -2.633 0.882
C 4.534 -3.009 1.905
H 6.830 -0.657 1.172
H 4.881 0.403 0.088
H 2.099 -4.053 1.854
H 4.433 -3.964 2.409
```



(11)
A gas-phase ion, C2H8N3O2 (charge +1) in a non-equilibrium geometry, computed with the ωB97M-V functional and the def2-TZVPD basis.

Its spin multiplicity is 1. Its net charge is +1. The calculation puts the HOMO energy at -14.18 eV. As for the SMILES: CON/[NH+]=C(/N)O. The calculation puts the orbital gap at 10.548 eV.

Structure (XYZ):
```
15
C2H8N3O2 (the ωB97M-V functional and the def2-TZVPD basis)
C -2.700 -0.411 0.149
O -1.226 -0.395 0.246
N -0.475 0.598 -0.768
N 0.732 0.828 -0.134
C 1.678 -0.097 0.000
N 2.848 0.181 0.530
O 1.527 -1.363 -0.335
H -3.323 0.492 0.414
H -2.890 -1.274 0.687
H -3.192 -0.685 -0.853
H -1.010 1.454 -0.738
H 0.796 1.774 0.480
H 3.200 1.147 0.617
H 3.468 -0.728 0.378
H 0.567 -1.520 -0.674
```



Listing energy above the lowest of the compared OMol25 structures with the same formula, charge and spin for the structures above in their given order: 274.21, 91.60, 0.00, 0.00, 72.17, 114.78, 46.44, 8.00, 60.43, 34.32, 462.27 kJ/mol.